1.
Molecular formula: C22H13Cl4HgN2O4S
Method: DFT, the ωB97M-V functional and the def2-TZVPD basis

ORCA input file:
```
! RIJCOSX wB97M-V def2-TZVPD def2/J DEFGRID3
* xyz -2 2
Hg -1.2770 1.1219 -0.3899
Cl -7.7637 3.7237 -0.8439
Cl -2.8895 6.0682 -0.2832
Cl -6.0246 6.3168 -0.4698
Cl -6.3358 0.9189 -1.0293
S 1.6486 0.4844 -1.5059
O 2.8367 1.2835 -1.3105
O 0.7493 0.8509 -2.5791
O -1.9169 3.3137 -0.4795
O -3.4375 1.0547 -0.8077
N -1.0016 0.3295 1.8298
N 0.7612 0.2483 -0.2284
C 3.9832 -2.7993 -2.0489
C -5.2650 4.7524 -0.5710
C 3.5596 -1.5172 -1.7210
C -5.3912 2.3682 -0.8125
C -0.2442 -0.1100 4.5007
C -1.5857 0.1278 4.1478
C 1.2704 0.0881 1.0908
C 2.2482 -1.1424 -1.9591
C 2.1077 -0.3461 3.7284
C -1.9138 0.3428 2.8344
C 1.3648 -2.0462 -2.5347
C -3.8682 4.6420 -0.4823
C 0.7427 -0.1222 3.4773
C -3.1992 3.4156 -0.5517
C -6.0286 3.6189 -0.7365
C 3.0283 -0.3421 2.6938
C 0.3135 0.1025 2.1330
C 2.6197 -0.1265 1.3835
C 1.7967 -3.3212 -2.8597
C 3.1109 -3.7165 -2.6208
C 3.5816 -5.0962 -3.0003
C -4.0093 2.2226 -0.7275
H 5.0101 -3.0888 -1.8515
H 0.3441 -1.7386 -2.7207
H -2.3674 0.1484 4.8983
H 4.3722 -5.4410 -2.3324
H 2.7643 -5.8174 -2.9579
H 3.3551 -0.0860 0.5967
H 4.0817 -0.4991 2.9004
H 1.0990 -4.0241 -3.3025
H 0.0532 -0.2756 5.5296
H 4.2461 -0.7994 -1.2939
H -2.9373 0.5371 2.5332
H 3.9807 -5.1105 -4.0181
H 2.4270 -0.5141 4.7525
*
```

Computed properties:
E_tot = -3649.07125 Eh
HOMO energy (alpha / beta) = 0.52 / -1.67 eV
Gap between HOMO and LUMO (alpha / beta) = 3.49 / 5.67 eV

2.
Molecular formula: C22H13F17NO12S2
Method: DFT, the ωB97M-V functional and the def2-TZVPD basis

ORCA input file:
```
! RIJCOSX wB97M-V def2-TZVPD def2/J DEFGRID3
* xyz -1 1
S -1.0511 -1.5224 3.1393
S 0.5972 -1.0765 0.9536
F 0.3259 1.7758 -1.0473
F -1.2039 3.6406 -1.2909
F -2.4101 1.6833 -0.0643
F -3.8279 -0.3054 1.0212
F -4.5866 3.6139 1.8529
F -0.0194 4.8527 0.0403
F -5.6768 -0.5125 -1.8012
F -5.5894 1.4202 2.1721
F -2.6382 1.8388 2.0991
F -4.4676 1.2896 -1.7467
F -3.5371 -0.6626 -1.4472
F -1.3084 3.8889 2.1905
F -2.4927 4.8595 0.6797
F -4.5268 3.5063 -0.3059
F -6.3882 1.9524 0.2294
F 1.6467 3.0898 0.0434
F -5.9376 -0.6123 0.6353
O -0.5764 -0.8213 0.1423
O -2.2171 -2.0031 2.4473
O 8.4155 -1.5809 3.9664
O 0.7876 0.0526 -6.1079
O 6.2368 -2.5095 4.9334
O -2.6947 -2.9000 -3.1176
O -3.3244 -2.1551 -5.5254
O 1.6431 -1.8468 0.3132
O 6.3383 -1.5054 -0.2522
O 1.4472 -0.7459 -3.7622
O 4.0857 -2.3870 0.7624
O -0.8488 -1.9477 4.5011
N 0.3172 -1.7203 2.3648
C -2.7743 2.4921 0.9360
C -4.8751 0.1753 0.3489
C -0.6506 3.6648 -0.0742
C -1.8089 3.7376 0.9608
C -1.3194 -0.9958 -5.9737
C 7.4305 -1.7481 3.0950
C -0.5819 -1.8712 -3.2693
C -0.1221 -0.6670 -5.4690
C 0.4199 2.5107 0.0746
C 6.1635 -2.2921 3.7311
C -5.2710 1.5885 0.8853
C -1.7814 -2.1973 -3.7726
C -4.6243 0.0704 -1.2041
C 5.0098 -2.5029 2.9079
C 0.3258 -1.0987 -4.0828
C 0.3247 1.6461 1.3093
C 1.3762 0.5157 1.2624
C -4.2800 2.8205 0.8087
C 5.0891 -2.2293 1.5882
C -2.2179 -1.7877 -5.1634
C 6.3649 -1.7048 0.9484
C 7.5223 -1.4743 1.7869
H 0.5302 2.2950 2.1647
H 4.1017 -2.8736 3.3633
H -3.4584 -2.9810 -3.7218
H 1.9124 0.4238 2.2075
H 1.5420 0.1176 -5.4823
H -1.6444 -0.6948 -6.9597
H -0.6529 1.1714 1.3892
H 8.0384 -1.8706 4.8259
H 8.4221 -1.0886 1.3290
H 2.0781 0.6434 0.4381
H 4.3782 -2.1138 -0.1281
H -0.2639 -2.1542 -2.2728
H -1.2212 -0.1771 3.1938
*
```

Computed properties:
E_tot = -4297.95262 Eh
HOMO energy = -6.59 eV
Gap between HOMO and LUMO = 7.20 eV

3.
Molecular formula: C22H13F5N5O3OsS
Method: DFT, the ωB97M-V functional and the def2-TZVPD basis

ORCA input file:
```
! RIJCOSX wB97M-V def2-TZVPD def2/J DEFGRID3
* xyz 1 1
Os 0.1882 0.5334 1.3584
S 1.6464 2.2263 1.3218
F 3.9972 3.2402 -0.1593
F 2.3718 -0.5242 2.1391
F 4.8264 -1.6784 1.9648
F 6.3893 2.0252 -0.4679
F 6.8281 -0.3974 0.6575
O -0.9404 -1.1777 1.6021
O -0.1501 0.3399 3.3610
O -1.4270 1.9422 1.4539
N -0.9433 -0.5931 3.7667
N -1.2898 2.8864 -0.6209
N -0.5309 0.9076 -8.4993
N -1.3346 -1.3536 2.8529
N -2.5319 3.8452 1.0646
C 3.1640 1.4092 1.0496
C 3.3996 0.1378 1.5547
C -2.5488 -2.7532 4.4544
C 0.3157 0.3175 -3.2366
C 0.3361 0.2819 -0.5889
C -0.4603 -0.5690 -5.3340
C 5.4285 1.4265 0.2167
C -3.7110 -4.1393 2.3388
C -0.0363 0.5917 -5.9771
C 5.6505 0.1791 0.7794
C 0.6223 1.5880 -5.2620
C -3.4549 -3.7681 4.7008
C -2.2420 -2.4414 3.1371
C 0.7984 1.4502 -3.8980
C 0.3622 0.2578 -1.8062
C -4.0403 -4.4589 3.6465
C -2.8020 -3.1268 2.0747
C -1.7274 2.8680 0.6385
C 4.6245 -0.4755 1.4484
C 4.2003 2.0399 0.3713
C -0.2829 -0.7092 -3.9710
C -0.3018 0.7680 -7.3824
H -2.8396 3.8246 2.0217
H -0.9394 -1.3496 -5.9091
H -2.0882 -2.2058 5.2637
H -0.7170 2.1119 -0.9352
H 0.9824 2.4697 -5.7743
H -1.5334 3.6115 -1.2719
H -2.5344 -2.8592 1.0633
H -2.7863 4.6302 0.4933
H -3.7040 -4.0228 5.7219
H 1.3007 2.2223 -3.3291
H -0.6168 -1.6034 -3.4632
H -4.7513 -5.2482 3.8499
H -4.1663 -4.6774 1.5187
*
```

Computed properties:
E_tot = -2333.43344 Eh
HOMO energy (alpha / beta) = -11.36 / -11.32 eV
Gap between HOMO and LUMO (alpha / beta) = 5.50 / 5.57 eV

4.
Molecular formula: C22H14BrF3IrN3O
Method: DFT, the ωB97M-V functional and the def2-TZVPD basis

ORCA input file:
```
! RIJCOSX wB97M-V def2-TZVPD def2/J DEFGRID3
* xyz 2 5
Ir 0.1692 0.2384 0.0740
Br -6.6102 -2.1603 2.0283
F 3.7012 5.2594 3.3623
F 2.0604 6.4163 2.5351
F 3.7916 5.9610 1.3076
O -1.4027 0.5523 1.1375
N 1.6536 -0.3461 -1.1391
N -0.6796 -1.4577 -0.6655
N 1.1378 1.9331 0.7570
C 2.3152 4.2195 1.7683
C 2.9815 5.4873 2.2646
C -2.5148 -0.0666 1.3002
C -4.9713 -1.3184 1.7402
C 0.9627 3.1180 0.1491
C 3.7779 -0.2717 -2.2320
C -2.8157 -1.3053 0.5909
C 2.2800 -2.0851 -2.6990
C 1.9055 -3.2961 -3.3481
C -4.0497 -1.8933 0.8408
C -4.6784 -0.1333 2.4163
C -1.9306 -1.9235 -0.3200
C -0.2340 -3.3264 -2.2167
C 3.5077 -1.4456 -2.9109
C 0.0890 -2.1081 -1.5352
C 2.8393 0.2487 -1.3604
C 0.6641 -3.8843 -3.0923
C 1.5334 4.2807 0.6220
C -3.4679 0.4766 2.1947
C 2.4893 3.0042 2.4084
C 1.3762 -1.4957 -1.7979
C 1.8838 1.8849 1.8707
H 1.3702 5.2169 0.1061
H -3.2057 1.3967 2.7009
H 0.3562 3.1290 -0.7475
H -1.1806 -3.8166 -2.0510
H -4.3111 -2.8140 0.3341
H 2.0067 0.9163 2.3384
H -5.3935 0.2964 3.1028
H 4.7134 0.2520 -2.3684
H 3.0817 2.9207 3.3082
H 2.5936 -3.7577 -4.0434
H 0.4044 -4.8040 -3.5986
H 3.0358 1.1640 -0.8238
H 4.2336 -1.8638 -3.5960
H -2.2798 -2.8395 -0.7766
*
```

Computed properties:
E_tot = -4063.60700 Eh
HOMO energy (alpha / beta) = -12.50 / -14.90 eV
Gap between HOMO and LUMO (alpha / beta) = 5.73 / 5.62 eV

5.
Molecular formula: C22H14BrF6MoN5O6S2
Method: DFT, the ωB97M-V functional and the def2-TZVPD basis

ORCA input file:
```
! RIJCOSX wB97M-V def2-TZVPD def2/J DEFGRID3
* xyz 1 4
Mo 0.1581 0.0950 1.6009
Br 8.9157 4.1427 1.2688
S -1.9324 0.0502 0.3187
S -1.8644 -0.5178 2.7574
F -2.2014 2.6968 1.5992
F 1.5736 1.6517 3.4901
F 0.7665 2.8493 1.8616
F -4.2167 2.1238 1.0907
F -3.1657 3.5395 -0.1446
F -0.4570 2.3809 3.6017
O -2.4121 -0.1099 4.0093
O -1.6852 -2.1731 3.0061
O -2.5398 1.4680 -0.2396
O -1.9722 -0.7605 -0.8592
O 3.6051 1.5093 0.4172
O -0.7884 -2.6668 2.0262
N -2.8842 -0.3474 1.5291
N 0.7485 -2.3594 -0.1329
N 2.9159 1.8413 -0.6165
N 5.2907 -0.5776 2.0084
N 4.2993 -0.6207 2.7718
C 3.0883 -1.0560 2.4705
C 0.4289 1.8746 2.7531
C 8.0996 1.4520 0.9283
C 7.7803 2.6716 1.5226
C 5.7887 1.7517 2.4780
C 1.4949 -2.3087 -1.2122
C 1.3046 -2.0036 1.0487
C -3.0462 2.4544 0.5912
C 0.8773 -1.4986 3.4501
C 1.3694 2.4433 -2.8399
C 6.1012 0.5160 1.8846
C 2.8339 -1.8879 -1.1922
C 1.6887 1.3014 -0.7914
C 2.6346 -1.5232 1.1675
C 3.3990 -1.4809 -0.0095
C 7.2668 0.3734 1.1157
C 2.6209 3.0128 -2.6542
C 6.6335 2.8211 2.3020
C 0.8922 1.5639 -1.8789
C 2.1658 -1.0419 3.5538
C 3.3838 2.7027 -1.5467
C 0.4038 -1.9797 2.1900
H 4.8805 1.8476 3.0574
H 2.5201 -0.6417 4.4943
H 3.4031 -1.8604 -2.1114
H 6.4123 3.7757 2.7580
H 3.0250 3.7095 -3.3745
H 0.7756 2.6828 -3.7098
H -0.0739 1.0838 -1.9671
H 1.4918 0.6518 0.0539
H 1.0169 -2.6053 -2.1385
H 7.4956 -0.5895 0.6782
H 0.2229 -1.5006 4.3099
H 8.9989 1.3585 0.3366
H 4.4103 -1.1082 0.0154
H 4.3649 3.1012 -1.3403
*
```

Computed properties:
E_tot = -5609.15263 Eh
HOMO energy (alpha / beta) = -10.82 / -11.63 eV
Gap between HOMO and LUMO (alpha / beta) = 5.61 / 5.79 eV

6.
Molecular formula: C22H14BrN4OTi
Method: DFT, the ωB97M-V functional and the def2-TZVPD basis

ORCA input file:
```
! RIJCOSX wB97M-V def2-TZVPD def2/J DEFGRID3
* xyz 2 2
Br 6.0607 3.4465 1.0387
Ti 0.1474 -0.2996 -0.2580
O 1.6576 -0.1069 -1.0433
N -1.5883 -0.1145 -1.1631
N 0.2162 -1.7547 1.0423
N 3.4744 -5.1031 0.2063
N -0.0641 1.5111 0.2429
C 3.3610 2.6953 0.6271
C -3.3801 3.2702 0.4325
C -1.0300 -3.7643 1.4190
C -3.5837 1.2392 -0.8503
C -2.2785 -0.9443 -1.9421
C 4.6703 2.3268 0.4405
C -3.6372 -0.7676 -2.1950
C 0.9613 2.3102 0.4012
C -0.9417 -2.3885 1.3438
C 1.2868 -3.8874 0.8308
C 2.4932 -4.5893 0.5082
C -4.2900 0.3088 -1.6425
C 2.3059 1.8678 0.1943
C 1.3214 -2.5016 0.8316
C 3.9633 0.3130 -0.6795
C -2.2154 0.9822 -0.6173
C 0.0860 -4.5349 1.1266
C -2.0171 3.0146 0.6694
C 4.9741 1.1230 -0.2039
C -4.1501 2.4146 -0.3067
C -1.4278 1.8891 0.1504
C 2.6287 0.6628 -0.5022
H -1.7913 -1.7531 1.5625
H -5.3478 0.4583 -1.8206
H -3.8155 4.1723 0.8397
H 3.1301 3.6270 1.1281
H 0.0402 -5.6159 1.1366
H 0.8042 3.3547 0.6589
H 2.2608 -1.9823 0.6899
H -1.9646 -4.2292 1.6988
H 6.0076 0.8365 -0.3440
H -5.1933 2.6374 -0.4893
H 4.1937 -0.5944 -1.2235
H -1.4438 3.7131 1.2656
H -4.1578 -1.4767 -2.8225
H -1.7265 -1.7661 -2.3820
*
```

Computed properties:
E_tot = -4564.01188 Eh
HOMO energy (alpha / beta) = -14.29 / -14.33 eV
Gap between HOMO and LUMO (alpha / beta) = 6.86 / 6.85 eV

7.
Molecular formula: C22H14Co2O7
Method: DFT, the ωB97M-V functional and the def2-TZVPD basis

ORCA input file:
```
! RIJCOSX wB97M-V def2-TZVPD def2/J DEFGRID3
* xyz -2 1
Co -2.2964 0.1797 1.8120
Co 0.6295 0.9036 -1.3526
O -0.0739 -0.2772 3.6319
O 2.0512 3.1101 -2.5679
O -1.7182 -1.9994 -0.4293
O 2.4636 -0.0117 0.7041
O -3.5881 -2.3777 2.1474
O -3.9531 2.2265 3.0309
O 0.9598 -0.9223 -3.5806
C -0.9577 -0.0735 2.9057
C -0.7838 2.8220 0.1739
C 1.6583 -3.0641 0.4694
C 0.0026 5.3900 1.0013
C -1.7364 0.4198 -0.1359
C 3.3823 -4.4279 -0.6870
C 1.5008 2.2192 -2.0741
C -0.1593 -3.4019 -1.6292
C 0.4454 -2.4035 0.5113
C -3.0913 -1.3488 1.9681
C -3.2795 1.4255 2.5353
C -0.2778 3.0338 1.4739
C -2.0472 -0.7305 -1.0180
C 1.0810 -4.0231 -1.6776
C 0.7720 -0.2222 -2.6768
C 1.9974 -3.8550 -0.6298
C -0.9861 1.4741 -0.3465
C -0.4615 -2.5693 -0.5400
C -0.5546 5.2083 -0.2720
C 1.7448 0.3307 -0.1390
C 0.1462 4.3028 1.8683
C -0.9569 3.9429 -0.6825
H 0.3200 6.3843 1.3189
H -1.3810 3.7743 -1.6734
H -1.5991 -0.6505 -2.0234
H 4.1249 -3.6210 -0.7809
H -0.6491 6.0547 -0.9551
H 2.3578 -2.9374 1.2954
H -0.9412 -3.5766 -2.3684
H 1.3502 -4.6266 -2.5496
H 0.1061 -1.8332 1.3754
H -0.1841 2.1845 2.1575
H 3.5060 -5.0985 -1.5425
H 0.6023 4.4330 2.8504
H 3.6227 -4.9793 0.2326
H -3.1485 -0.7885 -1.1318
*
```

Computed properties:
E_tot = -4138.85848 Eh
HOMO energy = -0.51 eV
Gap between HOMO and LUMO = 5.39 eV

8.
Molecular formula: C22H14CoF9PTe4
Method: DFT, the ωB97M-V functional and the def2-TZVPD basis

ORCA input file:
```
! RIJCOSX wB97M-V def2-TZVPD def2/J DEFGRID3
* xyz -2 2
Te 0.4329 2.7396 -1.2438
Te 1.1662 -1.3898 -0.9654
Te 2.3462 2.1502 -3.1117
Te 3.6623 -0.0657 -2.2835
Co -0.7142 0.3875 -1.1607
P -2.2244 0.3411 0.2850
F -2.6866 5.4588 4.7128
F -8.5287 -1.3489 -1.5007
F -2.6335 -4.8944 4.6343
F -4.7494 5.3095 4.1024
F -0.4893 -4.6716 4.4401
F -3.3588 6.4719 2.9237
F -8.4487 0.6311 -2.3558
F -1.5811 -3.4251 5.8230
F -7.6915 -1.0586 -3.4744
C -3.9238 0.1004 -0.4149
C -4.0064 -0.4234 -1.6984
C -0.1842 -0.9097 -2.6235
C -2.9166 4.1835 1.4589
C -7.7505 -0.5232 -2.2416
C -2.6134 1.7823 1.3820
C -5.2404 -0.6351 -2.3024
C -6.3389 0.2252 -0.3418
C -3.1882 -1.9078 1.8338
C -5.1062 0.4307 0.2517
C -3.0166 -2.8972 2.7978
C -0.8132 -2.0479 3.2589
C -1.6395 -3.9823 4.5867
C -3.1225 2.8841 3.4720
C -1.8375 -2.9562 3.5164
C -2.8563 1.7285 2.7520
C -2.6362 3.0273 0.7503
C -2.1853 -0.9829 1.5762
C -0.9819 -1.0837 2.2853
C -3.1597 4.1089 2.8240
C -6.4042 -0.3133 -1.6236
C -3.4790 5.3310 3.6248
H -0.1717 -0.4064 2.0368
H -5.0584 0.8604 1.2460
H -3.3007 2.8349 4.5398
H -0.6147 -1.8619 -2.9288
H -2.8320 0.7760 3.2672
H -2.4022 3.0805 -0.3084
H 0.4242 -0.5012 -3.4350
H -3.8019 -3.6171 2.9850
H -3.0749 -0.6587 -2.2096
H -7.2529 0.4819 0.1810
H -5.2945 -1.0434 -3.3027
H -2.9221 5.1409 0.9563
H -4.1170 -1.8752 1.2795
H 0.1207 -2.1188 3.8025
*
```

Computed properties:
E_tot = -4541.82557 Eh
HOMO energy (alpha / beta) = -0.03 / -0.28 eV
Gap between HOMO and LUMO (alpha / beta) = 4.11 / 4.36 eV

9.
Molecular formula: C22H14F3N3O2Rh
Method: DFT, the ωB97M-V functional and the def2-TZVPD basis

ORCA input file:
```
! RIJCOSX wB97M-V def2-TZVPD def2/J DEFGRID3
* xyz 1 5
Rh -1.6028 0.5652 -1.6841
F -0.3917 1.5533 7.5583
F 1.6847 1.8095 7.0112
F 0.8845 -0.1746 7.3316
O -1.3304 -1.4453 -2.3214
O -2.0338 -3.9677 -2.3578
N 0.9035 -0.8967 -2.5760
N 0.4191 0.3311 -2.4816
N -1.0384 2.5177 -2.4583
C 0.2117 0.9408 5.3821
C 0.9000 1.6600 4.4106
C -0.8705 0.1244 5.0546
C 0.4923 1.5854 3.0966
C -1.4714 0.6580 0.2539
C 0.0858 5.0328 -2.5487
C 0.2984 2.6537 -2.5806
C -1.2785 0.0300 3.7457
C 0.2742 -3.2024 -2.4447
C 1.0695 1.4123 -2.6746
C 1.6319 -3.5747 -2.4854
C -1.0498 0.7131 1.4285
C -1.2889 4.8849 -2.4493
C 0.6110 1.0375 6.8379
C -0.7111 -4.2096 -2.3892
C -0.6072 0.7757 2.7522
C -0.0817 -1.7919 -2.4410
C 2.0037 -4.8926 -2.4615
C -0.3196 -5.5443 -2.3691
C 1.0154 -5.8782 -2.4002
C 0.8867 3.9052 -2.6230
C -1.8100 3.6074 -2.4025
H 1.3015 -6.9220 -2.3774
H 3.0493 -5.1658 -2.4935
H 1.7440 2.2737 4.6900
H 2.3764 -2.7932 -2.5347
H 0.5292 6.0196 -2.5691
H -1.0923 -6.3005 -2.3291
H -2.8775 3.4431 -2.3286
H 1.0120 2.1376 2.3256
H -1.9491 5.7399 -2.4170
H 2.1234 1.4090 -2.9339
H -2.1120 -0.6001 3.4675
H -1.3795 -0.4339 5.8292
H 1.9633 3.9791 -2.7073
H -2.1752 -3.0065 -2.3361
*
```

Computed properties:
E_tot = -1571.26652 Eh
HOMO energy (alpha / beta) = -10.75 / -10.73 eV
Gap between HOMO and LUMO (alpha / beta) = 6.95 / 3.94 eV